46
Properties=species:S:1:pos:R:3:forces:R:3 method="wB97M-V/def2-TZVPD" orbital_gap_ev="7.16 / 6.43" multiplicity=2 charge=+4
Ir 0.323 0.732 -0.696 -0.2 0.4 -0.2
N 0.961 -4.619 0.828 0.0 0.0 0.0
C 1.075 -3.135 0.518 -0.1 0.0 0.0
C 2.421 -2.881 -0.147 0.1 0.0 0.0
C 2.775 -1.401 -0.260 0.0 0.1 0.1
N 1.904 -0.658 -1.253 -0.4 -0.1 0.0
C 2.706 -0.688 1.089 0.1 0.0 -0.2
C 1.370 -0.876 1.785 -0.2 0.0 0.0
N 0.327 0.105 1.242 0.0 0.1 -0.1
C 0.898 -2.340 1.812 0.0 0.1 0.1
H 1.080 -5.196 -0.014 0.0 0.0 0.0
H 0.051 -4.871 1.232 0.0 0.0 0.0
H 1.677 -4.928 1.497 0.0 0.0 0.0
H 0.253 -2.940 -0.175 0.0 0.0 0.0
H 2.478 -3.366 -1.125 0.0 0.0 0.0
H 3.216 -3.327 0.460 0.0 0.0 0.0
H 3.795 -1.349 -0.642 0.0 0.0 0.0
H 1.599 -1.277 -2.007 0.1 0.0 0.0
H 2.526 0.002 -1.736 0.0 -0.1 0.0
H 2.927 0.378 0.968 0.0 0.0 0.0
H 3.498 -1.068 1.739 0.0 0.0 0.0
H 1.461 -0.576 2.831 0.1 0.0 0.0
H 0.439 0.964 1.788 0.0 0.0 0.0
H -0.606 -0.230 1.496 0.0 0.0 -0.1
H -0.134 -2.400 2.169 0.0 0.0 0.0
H 1.505 -2.804 2.598 0.0 0.0 0.0
F -4.389 -1.595 -1.448 0.0 0.0 0.0
C -3.790 -0.469 -1.263 -0.1 0.1 0.0
C -2.370 -0.520 -1.073 0.1 0.0 -0.1
C -1.693 0.640 -0.876 0.2 -0.5 0.0
C -2.425 1.879 -0.858 0.1 0.2 0.1
C -3.852 1.862 -1.040 0.0 0.0 0.0
F -4.480 3.001 -0.999 0.0 0.0 0.0
C -4.545 0.705 -1.254 0.1 -0.1 0.0
C -1.612 3.028 -0.664 -0.1 -0.1 -0.1
C -1.980 4.378 -0.651 -0.1 -0.1 0.0
C -1.003 5.358 -0.477 0.0 0.0 0.0
C 0.317 4.973 -0.330 0.0 0.1 0.0
C 0.636 3.610 -0.340 -0.1 -0.1 0.0
N -0.291 2.669 -0.507 0.4 0.0 0.3
H -1.904 -1.494 -1.152 0.0 0.0 0.0
H -5.619 0.685 -1.402 0.0 0.0 0.0
H -3.016 4.654 -0.783 0.0 0.0 0.0
H -1.281 6.405 -0.459 0.0 0.0 0.0
H 1.111 5.699 -0.204 0.0 0.0 0.0
H 1.661 3.279 -0.214 0.0 0.0 0.0



45
Properties=species:S:1:pos:R:3:forces:R:3 method="wB97M-V/def2-TZVPD" smiles="COCCN(C(=S)Nc1ccccc1OC)[C@H](C)c1cccs1" orbital_gap_ev=8.31
C -4.262 -2.386 0.334 0.0 0.0 -0.1
O -2.924 -2.320 0.759 0.0 0.1 0.2
C -1.979 -2.567 -0.260 0.2 0.1 -0.3
C -1.671 -1.342 -1.140 -0.4 -0.5 -0.1
N -0.659 -0.467 -0.583 0.2 0.2 0.0
C 0.643 -0.839 -0.727 0.0 -0.1 -0.3
S 1.051 -2.175 -1.622 0.2 -0.6 -0.4
N 1.584 -0.054 -0.137 -0.5 0.7 0.2
C 2.975 -0.195 -0.132 0.4 0.1 0.0
C 3.639 -1.409 -0.079 0.0 0.1 0.1
C 5.023 -1.445 -0.027 0.1 0.1 0.0
C 5.749 -0.272 -0.014 0.0 -0.1 0.0
C 5.098 0.954 -0.039 0.0 0.2 0.0
C 3.718 1.003 -0.095 -0.2 -0.1 0.0
O 2.969 2.159 -0.110 0.0 -0.6 0.0
C 3.647 3.391 -0.100 0.1 0.3 0.0
C -1.071 0.576 0.364 0.2 0.1 0.4
C -0.997 0.058 1.803 0.0 0.1 -0.1
C -2.427 1.116 0.033 0.0 0.5 -0.3
C -3.611 0.954 0.683 0.3 0.0 -0.1
C -4.678 1.652 0.072 -0.2 0.1 -0.1
C -4.291 2.339 -1.031 0.3 0.0 -0.2
S -2.612 2.156 -1.350 -0.3 -0.3 0.5
H -4.506 -1.603 -0.393 0.0 0.0 0.0
H -4.484 -3.362 -0.113 0.0 0.0 0.0
H -4.876 -2.250 1.223 -0.1 0.0 -0.1
H -1.064 -2.886 0.245 -0.1 0.0 -0.1
H -2.325 -3.389 -0.899 0.0 0.0 0.0
H -2.582 -0.766 -1.297 0.0 0.0 0.0
H -1.304 -1.692 -2.107 -0.2 0.1 0.1
H 1.322 0.899 0.084 -0.1 -0.2 0.0
H 3.074 -2.325 -0.086 0.0 0.0 0.0
H 5.528 -2.398 0.005 0.0 -0.1 0.0
H 6.827 -0.296 0.023 0.1 0.0 0.0
H 5.681 1.861 -0.020 0.0 0.1 0.0
H 4.295 3.498 -0.975 0.0 0.0 0.0
H 2.870 4.154 -0.132 0.1 0.0 0.0
H 4.240 3.515 0.812 0.0 0.0 -0.1
H -0.380 1.424 0.251 -0.1 -0.1 0.1
H -1.288 0.841 2.499 0.0 0.1 0.1
H -1.658 -0.796 1.922 -0.1 0.0 0.0
H 0.019 -0.254 2.030 0.1 0.0 0.0
H -3.727 0.353 1.565 0.1 -0.2 0.2
H -5.687 1.638 0.443 -0.2 0.0 0.0
H -4.885 2.947 -1.684 -0.2 0.1 -0.1



For each record above, in turn, the calculated relative energy (zero: lowest compared OMol25 entry of this formula, charge and spin) values are 0.00 42.49 kcal per mole.
For each record above, in turn, the calculated strongest force on any atom values are 0.503 0.921 eV/A.
For each record above, in turn, the calculated calculated total energy values are -1182.48047 -1717.32940 Eh.